119
Properties=species:S:1:pos:R:3 method="wB97M-V/def2-TZVPD" e_above_lowest_kcal_mol=47.9 homo_energy_ha="-0.3876 / -0.3876" energy_ev=-55031.916 charge=+1 multiplicity=2 e_lumo_ev="-1.75 / -7.49"
C -32.67397 2.41792 -35.29105
C -31.11238 2.55618 -35.20732
C -30.66143 2.53986 -33.69915
O -31.43576 3.52388 -32.88231
C -30.78418 3.78138 -31.61202
N -30.58022 1.51384 -36.00456
H -33.11542 3.29670 -34.82097
H -33.01343 1.60152 -34.65360
H -33.13432 2.43275 -36.27895
H -30.84333 3.53397 -35.60685
H -29.62115 2.83428 -33.56051
H -30.80522 1.53832 -33.29376
H -29.90685 4.36595 -31.88890
H -30.70599 2.85533 -31.04246
H -31.41852 4.47628 -31.06170
H -30.81248 1.61731 -36.98203
H -30.98274 0.62722 -35.73627
C -35.78544 1.07163 -25.87928
C -35.20018 1.41901 -24.49729
C -36.08707 1.01115 -23.32227
O -37.33643 1.70157 -23.40516
C -38.40201 0.85451 -23.02366
N -33.89933 0.79927 -24.37839
H -35.31666 1.63174 -26.68836
H -36.80349 1.44491 -25.99042
H -35.70690 0.03354 -26.20224
H -35.11016 2.49537 -24.35081
H -35.61505 1.18921 -22.35604
H -36.14387 -0.07670 -23.28416
H -38.19974 0.23426 -22.15046
H -38.38555 0.09423 -23.80455
H -39.41176 1.26466 -23.04066
H -33.34114 1.13652 -23.60716
H -34.06174 -0.16788 -24.13686
C -29.40111 0.20420 -22.59357
C -30.84154 0.75825 -22.68159
C -31.57823 1.33870 -21.42309
O -32.78977 1.86077 -22.00195
C -33.49602 2.70995 -21.08993
N -30.63771 1.82213 -23.70963
H -28.64421 0.84211 -22.13721
H -29.07943 -0.05119 -23.60322
H -29.30244 -0.77042 -22.11557
H -31.42695 -0.00976 -23.18711
H -31.02729 2.12513 -20.90725
H -31.69198 0.57058 -20.65813
H -34.58556 2.73198 -21.11235
H -33.04238 3.69691 -21.18063
H -33.44188 2.40972 -20.04350
H -31.56318 2.18421 -23.88991
H -30.16796 2.62232 -23.31073
C -28.23982 -3.32008 -28.67837
C -26.69751 -3.14863 -28.29532
C -26.33575 -1.75450 -27.61688
O -25.42568 -1.76761 -26.58261
C -24.06154 -1.54240 -27.00513
N -26.44902 -4.32725 -27.46294
H -28.78920 -3.41394 -27.74164
H -28.41614 -4.19433 -29.30502
H -28.52676 -2.46042 -29.28397
H -26.01963 -3.21533 -29.14629
H -27.15134 -1.26744 -27.08240
H -26.15633 -0.93558 -28.31350
H -23.42449 -1.61973 -26.12406
H -23.83285 -0.55290 -27.40099
H -23.87200 -2.36750 -27.69171
H -26.35338 -5.17413 -28.00492
H -25.50485 -4.20308 -27.12646
C -35.43312 4.61309 -27.32053
C -34.76234 4.38216 -28.73707
C -35.69476 4.43736 -29.98003
O -35.00451 4.26891 -31.28897
C -34.11912 3.13444 -31.39152
N -33.80066 5.40908 -28.91519
H -34.81780 4.54528 -26.42338
H -36.17018 3.83197 -27.13423
H -36.05549 5.49968 -27.44182
H -34.21993 3.43763 -28.77881
H -36.15130 5.42353 -29.89553
H -36.53519 3.77385 -29.77629
H -33.76711 2.97465 -32.41066
H -34.66038 2.22620 -31.12646
H -33.23894 3.26553 -30.76207
H -34.27467 6.26239 -29.17458
H -33.56851 5.28289 -29.89002
C -31.95583 -3.51892 -26.63185
C -32.69320 -3.31987 -25.38016
C -33.09700 -4.67344 -24.79907
O -34.05593 -5.30971 -25.60723
C -34.30592 -6.63661 -25.23840
N -31.88339 -2.53073 -24.42990
H -31.53085 -2.58051 -26.98804
H -32.59953 -3.84063 -27.45054
H -31.12248 -4.22044 -26.59318
H -33.56213 -2.72917 -25.67023
H -33.63981 -4.49798 -23.87027
H -32.28045 -5.31135 -24.46081
H -33.33616 -7.13406 -25.25226
H -34.97334 -7.20860 -25.88298
H -34.43915 -6.67683 -24.15732
H -30.95332 -2.92451 -24.42824
H -31.69267 -1.72193 -25.00397
C -32.07390 1.80037 -27.70318
C -31.40120 0.39891 -27.56901
C -29.96171 0.33113 -28.17271
O -29.94580 0.51445 -29.59254
C -28.63381 0.64710 -30.13017
N -31.62452 -0.15631 -26.24054
H -31.60636 2.64633 -27.19932
H -33.06687 1.75670 -27.25574
H -32.07745 2.05793 -28.76230
H -32.06803 -0.16895 -28.21783
H -29.67001 -0.71819 -28.12861
H -29.21172 0.92052 -27.64524
H -28.16516 1.45695 -29.57105
H -28.65564 0.81541 -31.20688
H -27.99714 -0.22261 -29.96790
H -30.97787 0.23957 -25.57328
H -32.50549 0.10740 -25.82288